No. 1
25
Properties=species:S:1:pos:R:3:forces:R:3 method="wB97M-V/def2-TZVPD" mol_weight_g_mol=219.238 charge=-1 relative_energy_kcal_mol=0.00 homo_ev=-5.378 homo_lumo_gap_ev=8.76 smiles="CO[C@]1(S(=O)(=O)[O-])C[C@H](C)C=CC1=O" energy_ev=-29547.6565
C 2.708 1.346 -1.397 0.361 0.367 -0.099
O 1.307 1.127 -1.374 -0.312 0.226 0.249
C 0.770 0.489 -0.271 -2.641 -2.686 -2.138
S 1.660 -1.132 0.113 0.313 -0.489 0.049
O 0.853 -1.850 1.088 0.137 0.060 -0.065
O 1.708 -1.780 -1.189 0.030 0.159 -0.105
O 2.959 -0.736 0.642 -0.057 0.005 0.079
C -0.820 -0.108 -0.886 3.468 1.342 1.585
C -1.581 -0.821 0.199 -0.344 -0.075 -0.129
C -3.069 -0.811 -0.164 0.205 -0.052 0.182
C -1.354 -0.231 1.552 -0.112 0.073 -0.085
C -0.419 0.651 1.890 -0.438 0.225 0.400
C 0.578 1.228 0.977 0.326 0.968 0.673
O 1.223 2.224 1.293 -0.375 -0.443 -0.338
H 3.081 0.980 -2.356 -0.002 0.019 0.032
H 3.205 0.812 -0.593 0.102 0.135 -0.105
H 2.906 2.420 -1.309 -0.022 -0.068 -0.016
H -0.514 -0.748 -1.704 -0.036 0.010 -0.154
H -1.312 0.800 -1.227 -0.097 0.085 -0.086
H -1.217 -1.853 0.271 -0.131 0.130 -0.083
H -3.438 0.214 -0.152 -0.135 0.069 -0.028
H -3.656 -1.405 0.532 -0.137 -0.068 0.105
H -3.204 -1.216 -1.164 -0.089 -0.059 -0.134
H -2.017 -0.616 2.320 -0.045 0.068 0.166
H -0.357 1.016 2.908 0.031 -0.002 0.043

=====

No. 2
21
Properties=species:S:1:pos:R:3:forces:R:3 method="wB97M-V/def2-TZVPD" mol_weight_g_mol=155.242 charge=+1 relative_energy_kcal_mol=5.96 homo_ev=-13.731 homo_lumo_gap_ev=9.86 energy_ev=-21347.6305
C -0.322 2.784 -1.434 2.346 -0.874 -0.739
C 0.881 2.035 -1.384 0.574 -0.915 -0.226
C -1.494 2.272 -1.010 0.346 -1.005 0.687
C 0.902 0.773 -0.775 2.483 0.563 0.169
C -1.447 0.996 -0.439 -4.043 -0.532 0.945
C -0.294 0.298 -0.254 1.196 -0.911 0.158
C 0.855 -2.475 -0.124 0.780 -0.936 2.760
C 0.101 -1.237 2.389 3.098 0.136 -1.942
O -1.692 -1.885 0.437 -1.665 -0.296 -0.363
S -0.400 -1.315 0.541 1.729 -1.289 1.502
H -0.400 3.707 -1.926 0.548 1.295 -0.558
H 1.854 2.254 -1.881 -1.157 0.692 0.494
H -2.315 2.942 -1.175 -0.923 -0.616 0.358
H 1.961 0.292 -0.668 -2.383 0.537 -0.222
H -2.427 0.500 -0.122 1.455 0.761 -0.364
H 0.879 -3.369 0.596 -0.963 1.181 -0.697
H 1.868 -2.131 0.153 -0.353 0.458 -1.124
H 0.650 -2.925 -1.086 0.000 0.784 -0.438
H 0.449 -2.152 2.937 -0.889 0.192 -1.276
H -0.651 -0.737 2.916 -1.260 0.858 0.530
H 1.041 -0.627 2.311 -0.918 -0.082 0.347

=====

No. 3
22
Properties=species:S:1:pos:R:3:forces:R:3 method="wB97M-V/def2-TZVPD" mol_weight_g_mol=202.284 relative_energy_kcal_mol=86.02 homo_ev="-8.518 / -8.528" homo_lumo_gap_ev="5.94 / 5.91" energy_ev=-39429.3558
C -2.642 -1.776 -0.218 0.859 -1.664 -0.694
C -2.765 -0.418 -0.193 2.608 -0.391 0.618
C -1.387 -2.418 -0.002 0.046 2.997 -0.481
C -1.656 0.318 0.227 -0.102 0.013 0.236
C -0.293 -1.588 0.261 0.483 0.123 1.291
C -0.395 -0.236 0.500 -1.089 0.977 0.297
C 0.639 2.078 2.091 1.095 -0.161 -3.197
C 2.265 0.686 -1.922 2.234 4.232 0.439
P 1.212 0.625 1.016 -1.072 -0.047 -0.569
S 3.732 -1.751 -0.314 -0.004 -0.119 0.212
S 1.386 1.784 -0.816 0.045 0.614 0.891
H -3.538 -2.242 -0.581 0.005 -1.045 -0.002
H -3.590 0.019 -0.673 -1.229 0.812 0.138
H -1.017 -3.346 -0.292 -0.756 -2.151 -0.140
H -1.901 1.329 0.354 0.419 1.649 0.063
H 0.733 -1.876 0.479 -0.224 -1.263 -0.501
H 1.452 2.795 1.965 -0.094 0.148 0.013
H -0.205 2.411 1.512 -0.546 0.645 0.209
H 0.433 2.002 3.104 -0.442 -0.885 1.773
H 2.970 1.280 -2.560 -0.805 -0.062 0.461
H 1.637 0.222 -2.526 -2.769 -2.531 -2.503
H 2.931 0.101 -1.411 1.338 -1.890 1.446

=====

No. 4
20
Properties=species:S:1:pos:R:3:forces:R:3 method="wB97M-V/def2-TZVPD" mol_weight_g_mol=108.184 relative_energy_kcal_mol=45.60 homo_ev=-8.462 homo_lumo_gap_ev=9.60 smiles="CC1=CCC[C@H]2C[C@H]12" energy_ev=-8487.6050
C -2.570 -0.053 0.054 -0.453 -0.909 0.282
C -1.088 -0.300 -0.132 -0.751 0.198 0.218
C -0.389 -1.447 -0.053 -0.423 0.416 0.852
C 1.153 -1.554 -0.020 0.149 0.212 -1.166
C 2.046 -0.166 -0.104 -1.236 -0.476 0.549
C 0.993 0.825 0.426 1.381 -1.469 1.559
C 0.381 2.094 0.041 0.010 0.843 -1.518
C -0.202 0.824 -0.467 0.345 -0.577 -0.594
H -3.116 -1.006 -0.089 0.007 0.556 -0.096
H -3.028 0.766 -0.544 0.655 -0.698 -0.051
H -2.783 0.240 1.088 0.213 0.000 0.040
H -0.883 -2.366 0.285 0.031 0.191 -0.485
H 1.425 -2.267 -0.856 0.093 0.678 1.092
H 1.299 -2.042 0.957 0.599 0.020 -0.394
H 2.930 -0.282 0.556 -0.434 0.094 -0.425
H 2.380 0.110 -1.126 -0.309 -0.432 0.549
H 0.763 0.560 1.524 0.032 0.354 -1.800
H -0.125 2.679 0.736 -0.610 0.782 1.542
H 0.759 2.708 -0.766 0.274 -0.029 -0.007
H 0.055 0.678 -1.510 0.428 0.246 -0.146

=====

No. 5
20
Properties=species:S:1:pos:R:3:forces:R:3 method="wB97M-V/def2-TZVPD" mol_weight_g_mol=108.184 relative_energy_kcal_mol=22.75 homo_ev=-7.973 homo_lumo_gap_ev=8.56 energy_ev=-8488.5958
C 1.134 -2.815 1.677 -0.416 -0.399 0.202
C 0.922 -1.510 1.546 0.161 -0.522 -0.363
C -0.059 -1.000 0.605 -0.117 0.759 -0.255
C -0.084 0.270 0.161 0.185 0.102 0.655
C 0.834 1.292 0.828 -0.644 -0.166 -0.477
C -0.912 0.663 -1.022 1.177 -0.334 0.274
C -1.918 -0.094 -1.433 -0.096 0.562 0.211
C -0.481 1.862 -1.816 -0.444 0.933 -0.443
H 0.523 -3.567 1.191 -0.115 0.149 -0.113
H 1.890 -3.210 2.323 0.447 -0.031 0.248
H 1.640 -0.859 2.024 -0.230 0.327 0.123
H -0.761 -1.698 0.170 0.292 -0.327 -0.056
H 0.527 2.282 0.509 0.411 0.197 -0.009
H 1.880 1.082 0.601 0.023 0.316 -0.125
H 0.722 1.284 1.905 -0.038 -0.193 0.254
H -2.321 -0.801 -0.723 -0.266 -0.410 -0.574
H -2.316 0.127 -2.413 -0.596 -0.292 0.136
H -1.313 2.578 -1.799 0.194 0.074 0.090
H 0.390 2.394 -1.456 0.134 -0.130 0.241
H -0.294 1.721 -2.880 -0.060 -0.613 -0.018

=====

No. 6
20
Properties=species:S:1:pos:R:3:forces:R:3 method="wB97M-V/def2-TZVPD" mol_weight_g_mol=108.184 relative_energy_kcal_mol=226.95 homo_ev=-8.429 homo_lumo_gap_ev=9.05 energy_ev=-8479.7408
C -0.849 -2.017 -0.657 0.883 -2.643 -1.219
C -0.967 -0.596 -0.008 -4.809 2.161 -1.327
C -0.742 -0.069 1.473 1.578 -0.868 0.975
C -0.510 1.462 0.925 -1.372 -2.323 -1.822
C 0.076 0.431 -0.315 0.875 6.628 -2.618
C 0.737 1.164 -1.566 0.415 4.442 0.661
C 1.273 0.024 0.305 3.943 -2.324 6.108
C 0.807 -0.344 1.553 -1.845 1.409 -5.603
H -0.199 -2.730 0.052 -0.575 1.883 -1.930
H -0.397 -1.874 -1.848 -0.907 -0.534 3.743
H -1.723 -2.849 -0.840 1.212 3.006 0.666
H -2.007 0.051 -0.332 2.278 -2.370 0.491
H -1.355 -0.465 2.409 1.040 1.177 -2.072
H -1.512 1.870 0.586 1.216 0.243 0.590
H 0.275 2.179 1.356 -1.438 -1.359 -0.469
H 0.912 0.419 -2.234 0.697 -1.883 -2.616
H 2.276 1.208 -0.934 -3.883 1.616 -3.065
H 0.399 2.309 -2.232 0.697 -3.832 2.528
H 2.389 0.485 -0.104 -2.847 -2.678 2.105
H 1.116 -0.659 2.411 2.842 -1.750 4.873